102
Properties=species:S:1:pos:R:3:forces:R:3 method="wB97M-V/def2-TZVPD" homo_lumo_gap_ev=2.967 total_energy_ha=-5380.69601 total_charge=+1 largest_force_ev_per_a=3.5
C 0.56118 5.58970 -1.11679 -0.2471 0.1461 -0.6453
C 2.06869 5.55346 -1.42482 -0.1119 0.0948 0.1587
C 2.75666 4.15703 -1.44803 -0.0048 0.4169 0.1179
C 1.83008 3.05378 -0.99167 0.4194 -0.5113 -0.4018
C 2.46185 1.66395 -0.83728 -0.4962 1.1347 0.6259
Ga 0.98952 0.38286 -0.34233 2.0830 -2.2870 -0.6131
C 0.24676 -0.80325 -1.74730 -1.0023 0.1034 -0.2521
C 0.95568 -0.48030 -3.06548 0.0016 0.2443 0.0583
O 1.48049 -0.70182 1.07732 -0.2422 0.5495 0.1591
C 1.79327 -0.09512 2.30949 0.1934 -0.3534 -0.1933
C 3.28758 0.10677 2.53168 -0.1724 0.3040 0.4638
B -0.68805 1.84868 0.19143 -2.4673 2.2085 1.1065
N -1.62937 2.01418 -0.81626 1.5120 -0.1435 -1.2111
O -0.62102 2.43508 1.36595 1.1038 -1.1008 -0.5406
H 0.16443 6.57516 -1.37748 0.0641 -0.0256 -0.0961
H 0.31374 5.46210 -0.06282 0.1324 -0.2354 -0.2697
H 0.00434 4.85954 -1.72257 -0.0087 0.0529 -0.1112
H 2.60477 6.11207 -0.66034 -0.3221 0.2629 0.0366
H 2.19535 6.10707 -2.35743 0.2910 -0.3054 -0.1380
H 3.58427 4.16498 -0.73422 0.0855 0.1069 -0.0851
H 3.19440 3.95747 -2.43004 -0.1380 -0.1946 -0.0170
H 1.02199 2.93037 -1.71948 -0.1991 0.2511 0.1025
H 1.42901 3.36338 -0.02307 -0.1447 0.1870 -0.1067
H 2.89934 1.30907 -1.77429 -0.2425 -0.2937 0.0029
H 3.22061 1.62529 -0.05517 -0.0167 0.0575 0.0063
H -0.83365 -0.69392 -1.87894 0.0045 -0.0511 0.0265
H 0.38964 -1.84338 -1.45183 0.0986 0.1259 0.1513
H 0.48597 -1.02256 -3.88779 0.0831 -0.0823 0.0335
H 2.00793 -0.75848 -3.04241 -0.0162 -0.0312 -0.0338
H 0.89422 0.58530 -3.31063 0.0145 -0.0010 0.0014
H 1.39620 -0.75519 3.09568 -0.1200 0.0749 0.0266
H 1.28201 0.86165 2.45957 0.0067 0.0177 0.0434
H 3.91306 -0.70450 2.14465 -0.0810 0.0090 -0.2351
H 3.60414 1.04467 2.08025 0.2531 -0.1484 -0.1570
H 3.49148 0.20942 3.60315 0.0101 0.0307 -0.0101
H -1.65033 3.00505 -1.07341 -0.2738 0.1136 0.3113
H -1.45962 1.51534 -1.68261 -0.4109 -0.3986 0.0495
H 0.24260 2.80388 1.62663 -0.0099 0.6425 0.3757
Be 1.51382 -2.00567 4.96089 -0.3191 -0.0572 0.5185
C 1.75855 -4.42023 -1.28429 -0.0348 0.1123 -0.0008
C 1.99392 -4.45415 -2.77357 -0.0238 -0.0927 0.0581
O 1.93724 -3.44840 -3.44255 0.0473 0.0705 -0.0178
C 2.29926 -5.79989 -3.37999 -0.0136 0.1043 -0.1679
H 1.53899 -3.40209 -0.97249 0.0397 0.0047 0.0141
H 0.91611 -5.06311 -1.02176 0.0849 -0.0987 0.0278
H 2.65132 -4.77057 -0.76651 -0.0703 -0.1436 0.0460
H 1.47307 -6.48927 -3.19814 0.0351 -0.0298 0.0657
H 3.19726 -6.21786 -2.92385 -0.0585 -0.0485 0.0768
H 2.44650 -5.69192 -4.45177 0.0003 -0.0033 -0.0055
C -3.78422 -5.86231 3.57234 -0.0115 -0.0524 0.0840
O -2.43678 -5.36488 3.50084 -0.0461 -0.0476 0.0659
C -2.20177 -4.58644 2.45482 0.0225 0.0008 0.0064
O -2.98257 -4.28021 1.59772 -0.0507 0.0076 -0.0922
O -0.92075 -4.18854 2.50629 0.0507 0.0463 -0.0061
C -0.54941 -3.31539 1.43550 0.0403 -0.0017 0.1086
H -3.81991 -6.47320 4.46796 0.0226 0.0005 0.0104
H -4.48892 -5.03771 3.64914 0.0067 0.0170 -0.0436
H -4.01343 -6.46420 2.69619 0.0010 0.0336 -0.0309
H -1.13259 -2.39615 1.46262 -0.0174 -0.0015 -0.0080
H -0.67573 -3.80167 0.47026 -0.0494 -0.0082 0.0081
H 0.50021 -3.09164 1.60451 0.0280 0.0880 -0.0900
B -3.96827 1.18626 2.09571 -0.0223 -0.0556 0.3841
F -3.16907 0.51445 1.15777 0.0810 -0.0814 -0.2207
F -4.21775 2.51913 1.61044 -0.4616 0.2939 -0.4368
F -5.22726 0.57558 2.20710 0.0162 0.0362 0.0733
F -3.32621 1.25741 3.31099 0.0825 0.0291 0.0827
Na 3.22736 -2.88502 3.15846 0.2483 -0.2648 -0.5311
N -3.65553 6.78106 2.96206 -0.0773 0.0081 0.0029
C -3.58939 7.81283 2.12336 0.0198 -0.0132 -0.0300
C -3.24233 7.69392 0.78498 0.0074 -0.0135 -0.0367
C -2.93731 6.43337 0.29501 -0.0274 0.0298 -0.0393
C -2.99923 5.35422 1.15852 -0.0418 0.0727 -0.0659
C -3.36595 5.57646 2.47805 -0.0131 -0.0322 0.0582
H -3.82837 8.78337 2.54385 0.0126 0.0024 -0.0107
H -3.21112 8.56895 0.14991 0.0250 -0.0027 0.0147
H -2.65670 6.28382 -0.74158 0.0346 0.1105 0.0205
H -2.77782 4.35509 0.81939 0.0244 -0.1521 0.0694
H -3.43379 4.74931 3.17579 0.0478 -0.0293 -0.0205
Cl 1.39512 5.67301 1.71868 0.1643 -0.7306 1.0314
C -5.15839 0.95810 -1.34056 0.0230 0.0198 -0.2212
S -6.57098 0.45023 -0.36665 -0.3502 0.0521 -0.1281
O -7.03551 -0.84624 -0.88079 -0.0427 -0.1488 -0.0745
C -7.74571 1.69816 -1.01617 0.0414 -0.1641 -0.2841
H -4.35501 0.26689 -1.09336 -0.0067 0.0318 0.0648
H -5.41432 0.90179 -2.39877 0.0000 -0.0295 0.0046
H -4.84915 1.96803 -1.06269 0.0393 -0.0261 0.0609
H -7.85189 1.61654 -2.09657 0.0345 -0.0094 -0.0050
H -7.39856 2.70734 -0.77996 -0.3221 0.0084 -0.9343
H -8.71065 1.51581 -0.54332 0.0108 -0.0387 0.0133
Na -6.73872 2.88334 0.93440 1.1362 0.0037 1.6695
O 4.74575 -5.30085 0.97906 -0.0755 0.3639 0.0459
C 5.46638 -5.34077 0.01463 0.1529 -0.2486 0.1653
O 4.97851 -5.32939 -1.23536 -0.0377 0.0297 -0.0958
C 6.04420 -5.49554 -2.20042 0.1699 -0.0030 -0.0748
C 7.30567 -5.05585 -1.46593 -0.0673 -0.0017 0.0959
C 6.97805 -5.44670 -0.02420 -0.0339 0.2240 -0.2277
H 6.07525 -6.54640 -2.49164 -0.0022 -0.0184 0.0400
H 5.81021 -4.89495 -3.07490 -0.0910 0.0418 0.0440
H 8.20800 -5.51354 -1.86210 -0.0206 -0.0661 0.0047
H 7.41725 -3.97365 -1.53703 0.0053 0.0068 -0.0332
H 7.25103 -6.47938 0.20052 -0.0023 0.0065 0.0530
H 7.42284 -4.78950 0.71788 0.0054 -0.1131 0.1030